Record 1
77
Properties=species:S:1:pos:R:3:forces:R:3 method="wB97M-V/def2-TZVPD" orbital_gap_ev="5.649 / 5.676" homo_energy_ev="-8.711 / -8.715" charge=+1 lumo_ev="-3.06 / -3.04" spin_multiplicity=1
Ti -0.6905 -0.4455 0.6477 -0.2938 -0.1653 0.1695
C 2.2865 -3.2534 2.3477 0.0488 0.0662 -0.0431
O 0.9438 -3.6763 2.6792 0.0151 -0.0086 -0.0121
C 0.1352 -2.9163 1.9352 0.1870 0.2294 -0.1185
N 0.6866 -1.8826 1.3259 -0.1502 -0.0780 -0.0603
C 2.1113 -1.8654 1.6976 -0.0630 -0.0302 -0.0110
C 3.0168 -1.6354 0.5147 0.0030 -0.0476 -0.0339
C 2.8449 -2.3760 -0.6536 0.0463 0.0306 -0.0036
C 3.6915 -2.1870 -1.7339 -0.0144 -0.0080 -0.0022
C 4.7196 -1.2544 -1.6591 -0.0015 0.0014 0.0235
C 4.8930 -0.5128 -0.5010 -0.0014 -0.0152 0.0100
C 4.0424 -0.7034 0.5825 0.0067 0.0064 -0.0291
C -1.2414 -3.1105 1.7552 -0.1491 0.0855 0.0747
C -2.0107 -4.2006 2.1185 -0.1403 0.0138 -0.1686
C -3.3098 -4.3239 1.6319 0.0903 -0.0080 0.0511
C -3.7568 -3.3894 0.6975 -0.0323 -0.0600 0.0603
C -2.9724 -2.3030 0.3823 -0.1170 -0.0830 -0.0702
N -1.7707 -2.0412 1.0226 0.2228 0.0510 0.4337
C -3.1908 -1.3421 -0.6203 -0.1377 0.1451 -0.1699
N -2.2421 -0.4693 -0.8843 0.2378 -0.0024 -0.0193
C -2.8292 0.5109 -1.8211 -0.0489 0.0471 -0.0259
C -4.0526 -0.2514 -2.3419 0.0141 0.0917 -0.0736
O -4.3398 -1.1986 -1.2927 0.0344 -0.0604 0.0288
C -1.8871 0.9962 -2.8922 -0.0598 -0.1649 -0.0772
C -1.3887 0.1232 -3.8597 0.0278 0.0308 0.0197
C -0.5153 0.5799 -4.8337 -0.0413 0.0534 -0.0337
C -0.1430 1.9207 -4.8631 -0.0529 -0.0534 -0.0328
C -0.6392 2.7933 -3.9098 -0.0553 0.0143 0.0624
C -1.5043 2.3285 -2.9248 0.0065 0.0562 -0.1212
H 2.7088 -3.9706 1.6431 -0.0091 -0.0257 0.0094
H 2.8759 -3.2368 3.2596 -0.0117 -0.0154 0.0132
H 2.2691 -1.0719 2.4331 0.0084 0.0087 0.0115
H 2.0431 -3.1033 -0.7171 -0.0076 0.0023 0.0076
H 3.5544 -2.7719 -2.6345 0.0045 0.0024 0.0018
H 5.3860 -1.1133 -2.5001 -0.0006 0.0032 0.0017
H 5.6948 0.2118 -0.4354 -0.0039 -0.0017 0.0015
H 4.1749 -0.1213 1.4885 0.0026 -0.0035 -0.0053
H -1.5642 -4.9662 2.7392 -0.0150 -0.0188 -0.0008
H -3.9218 -5.1719 1.8986 0.0028 -0.0036 0.0032
H -4.7041 -3.5089 0.1880 -0.0001 -0.0254 0.0090
H -3.1592 1.3758 -1.2397 0.0595 -0.0085 -0.0241
H -3.8330 -0.8072 -3.2537 -0.0026 -0.0063 -0.0208
H -4.9248 0.3761 -2.4988 -0.0344 -0.0176 0.0371
H -1.6615 -0.9261 -3.8416 -0.0270 0.0103 0.0091
H -0.1352 -0.1059 -5.5797 0.0032 0.0032 -0.0047
H 0.5237 2.2837 -5.6347 0.0051 -0.0152 -0.0033
H -0.3583 3.8379 -3.9325 -0.0012 0.0094 0.0109
H -1.8994 3.0150 -2.1858 0.0092 0.0318 0.0456
C 2.0315 1.3174 -2.3252 0.1019 0.0765 -0.0093
C 2.7109 2.2697 -1.5755 -0.0233 -0.0548 -0.0536
C 2.4538 2.3885 -0.2242 0.0397 0.0290 0.0841
C 1.5249 1.5488 0.3814 -0.0951 -0.0403 -0.1515
N 0.8023 0.6928 -0.3816 0.1504 0.1387 -0.2248
C 1.0683 0.5696 -1.6928 0.0168 -0.0528 0.1560
C 1.2786 1.4611 1.8326 0.0372 -0.2509 0.0115
C 2.1000 2.1160 2.7520 -0.1678 0.0678 0.0089
C 1.8760 1.9632 4.1107 0.0243 0.0211 0.0224
C 0.8557 1.1283 4.5487 0.0260 0.0022 0.0265
C 0.0756 0.4373 3.6308 -0.0655 -0.0473 -0.0330
C 0.2585 0.5776 2.2525 0.1872 0.1774 0.1513
H 2.2228 1.1733 -3.3780 0.0140 0.0037 0.0318
H 3.4517 2.9059 -2.0427 -0.0038 -0.0002 0.0069
H 2.9949 3.1123 0.3669 -0.0002 -0.0100 0.0096
H 0.4742 -0.1522 -2.2379 0.0782 0.0162 0.0638
H 2.9144 2.7475 2.4207 0.0032 0.0104 0.0008
H 2.5016 2.4777 4.8278 0.0089 0.0082 -0.0206
H 0.6851 0.9969 5.6100 -0.0001 0.0052 0.0021
H -0.6842 -0.2412 4.0089 -0.0076 -0.0047 -0.0086
C -1.4830 3.3766 2.1179 -0.0401 -0.0251 -0.0210
Te -2.5787 1.5591 1.9142 0.0898 0.0299 -0.0448
C -4.1844 2.4862 0.8370 0.0409 -0.0477 0.0037
H -2.1395 4.1071 2.5834 -0.0162 -0.0060 -0.0110
H -1.1450 3.7327 1.1477 -0.0190 -0.0441 -0.0114
H -0.6292 3.1843 2.7616 -0.0212 -0.0352 0.0201
H -3.8184 3.0231 -0.0352 0.0286 0.0003 0.0298
H -4.6784 3.1800 1.5126 0.0083 -0.0145 0.0195
H -4.8967 1.7212 0.5318 0.0403 -0.0201 0.0107

Record 2
81
Properties=species:S:1:pos:R:3:forces:R:3 method="wB97M-V/def2-TZVPD" orbital_gap_ev=5.994 homo_energy_ev=-13.514 charge=+2 lumo_ev=-7.52 relative_energy_kcal_mol=0.0 spin_multiplicity=1
Pt 0.6343 -1.9529 -0.1557 0.1162 -0.3880 0.0283
C -9.4817 3.7994 1.6295 -0.0133 0.0147 0.0099
O -9.7501 2.6195 0.8404 0.0172 -0.0011 0.0200
C -8.8285 2.0847 0.0935 0.0141 -0.0138 -0.0246
C -7.5026 2.5985 -0.0159 -0.0161 0.0096 0.0149
C -6.6149 1.9861 -0.8411 -0.0167 -0.0036 0.0439
C -7.0099 0.8341 -1.5793 0.0061 0.0486 -0.1284
C -8.3423 0.3373 -1.4727 0.0143 0.0095 0.0118
C -9.2281 0.9396 -0.6424 -0.0041 0.0216 0.0147
N -6.2155 0.1761 -2.4282 -0.0024 -0.5098 -0.0626
N -5.0578 0.4962 -2.7031 -0.1789 0.8138 0.2725
C -3.8198 0.4038 -2.4494 0.1506 -0.4173 -0.1855
C -2.8986 1.2273 -3.2306 -0.1080 -0.0389 -0.0374
C -1.5973 1.2205 -2.9670 0.0452 -0.0561 0.0286
C -1.0095 0.3820 -1.9016 -0.1458 0.0131 -0.0792
O 0.1497 0.5003 -1.6039 0.2110 -0.1005 0.1850
C -1.9258 -0.6028 -1.2056 -0.0307 -0.0897 -0.0464
N -1.3954 -1.5129 -0.3667 0.0459 0.2484 -0.2068
C -2.2097 -2.3954 0.2218 0.0658 0.0668 0.0614
C -3.5750 -2.4252 0.0062 -0.0156 -0.0452 0.0470
C -4.1292 -1.5047 -0.8523 -0.0522 0.0416 -0.0309
C -3.2964 -0.5753 -1.4660 0.0521 0.1441 0.0441
H -10.4082 4.0058 2.1518 -0.0025 -0.0037 -0.0058
H -9.2269 4.6339 0.9786 0.0030 -0.0054 -0.0107
H -8.6868 3.5989 2.3458 0.0029 -0.0109 -0.0012
H -7.2144 3.4806 0.5350 -0.0065 0.0085 -0.0009
H -5.6156 2.3876 -0.9536 0.0004 -0.0121 -0.0184
H -8.6172 -0.5249 -2.0656 -0.0006 -0.0007 -0.0064
H -10.2447 0.5901 -0.5319 -0.0056 0.0055 -0.0010
H -3.3284 1.8523 -4.0022 -0.0097 0.0022 0.0036
H -0.9001 1.8469 -3.5070 0.0281 -0.0091 0.0123
H -1.7336 -3.1087 0.8759 0.0026 -0.0319 -0.0171
H -4.1773 -3.1741 0.4993 0.0025 0.0004 0.0031
H -5.1908 -1.5271 -1.0606 0.0066 0.0097 0.0181
C 3.9358 -1.2458 -3.4051 -0.0003 -0.0029 -0.0053
C 3.6074 -2.6973 -3.7331 0.0124 0.0114 0.0172
C 3.4341 -3.5814 -2.4835 0.0079 -0.0472 -0.0004
C 3.0938 -5.0368 -2.8933 -0.0218 0.0215 -0.0289
C 2.8287 -5.9714 -1.7202 0.0078 -0.0075 -0.0064
C 4.7466 -3.6095 -1.7062 0.0149 0.0098 -0.0042
O 5.7888 -3.8894 -2.2313 -0.0026 -0.0461 -0.0059
N 4.7006 -3.3246 -0.3441 -0.0601 -0.0075 0.0546
C 3.6108 -2.8930 0.3774 -0.0042 0.1218 0.1777
O 3.6621 -2.6217 1.5567 -0.1117 0.0490 -0.1376
N 2.4378 -2.7746 -0.3486 0.1176 0.2126 -0.0854
C 2.3226 -3.0495 -1.6453 0.1344 -0.1327 -0.0501
O 1.1637 -2.8116 -2.0867 -0.3104 0.0190 -0.1638
H 3.9459 -0.6441 -4.3124 0.0221 0.0001 -0.0032
H 4.9209 -1.1559 -2.9445 -0.0054 -0.0020 0.0195
H 3.1981 -0.8025 -2.7296 -0.0149 0.0059 -0.0179
H 4.4101 -3.1439 -4.3196 -0.0114 0.0052 -0.0223
H 2.6891 -2.7662 -4.3173 -0.0116 0.0011 0.0185
H 3.9370 -5.3927 -3.4858 0.0080 0.0085 0.0056
H 2.2239 -4.9898 -3.5506 0.0026 -0.0188 -0.0012
H 3.6636 -5.9888 -1.0168 0.0089 -0.0118 -0.0083
H 2.6891 -6.9903 -2.0771 -0.0178 -0.0005 0.0002
H 1.9263 -5.6893 -1.1724 0.0071 0.0089 0.0112
H 5.5771 -3.3923 0.1580 -0.0167 0.0108 0.0162
Te 1.1600 -0.9509 2.0898 -0.0566 0.1765 0.2777
C 0.8827 -2.4501 3.5268 0.1895 -0.0824 0.0009
C 1.8023 -2.4762 4.5678 0.0154 -0.0336 -0.0223
C 1.6718 -3.4310 5.5681 0.0015 0.0009 0.0007
C 0.6378 -4.3530 5.5178 0.0141 0.0046 0.0145
C -0.2733 -4.3266 4.4697 -0.0139 0.0206 -0.0179
C -0.1517 -3.3739 3.4704 -0.0149 0.0176 0.0406
C -0.5537 0.1594 2.6490 -0.0617 -0.1060 -0.0267
C -1.1560 1.0094 1.7294 0.0988 0.0995 -0.0730
C -2.1925 1.8394 2.1352 0.0000 -0.0387 -0.0406
C -2.6284 1.8152 3.4525 0.0062 -0.0198 0.0323
C -2.0232 0.9655 4.3678 -0.0265 -0.0011 -0.0229
C -0.9824 0.1365 3.9704 -0.0773 -0.0017 -0.0221
H 2.6252 -1.7731 4.5959 0.0040 0.0016 0.0113
H 2.3852 -3.4569 6.3806 0.0018 0.0030 -0.0015
H 0.5428 -5.0992 6.2950 -0.0006 -0.0010 -0.0003
H -1.0757 -5.0513 4.4309 0.0001 0.0021 -0.0048
H -0.8655 -3.3493 2.6604 -0.0119 -0.0128 -0.0124
H -0.7859 1.0588 0.7089 -0.0119 0.0197 0.1305
H -2.6431 2.5241 1.4272 0.0057 0.0089 -0.0096
H -3.4265 2.4716 3.7725 -0.0016 0.0030 0.0050
H -2.3541 0.9519 5.3977 0.0031 0.0025 0.0018
H -0.5163 -0.5217 4.6928 0.0066 0.0073 0.0031

Record 3
82
Properties=species:S:1:pos:R:3:forces:R:3 method="wB97M-V/def2-TZVPD" orbital_gap_ev=7.100 homo_energy_ev=-4.948 charge=-1 lumo_ev=2.15 spin_multiplicity=1
Be 1.5019 -0.5600 0.5051 -0.7891 -0.4396 -0.4605
C -2.2604 5.6192 3.0826 0.0439 -0.0466 -0.0852
C -1.1110 4.7294 2.7029 -0.0567 0.0250 0.0782
C 0.1953 5.1298 2.9507 0.0616 -0.0550 -0.0452
C 1.2576 4.3076 2.6191 0.1359 0.0218 0.0308
C 1.0147 3.0813 2.0322 0.4669 -0.3342 -0.1051
C -0.2759 2.6652 1.7656 -0.0591 0.0236 -0.0292
C -1.3342 3.4945 2.1025 0.1212 -0.0192 -0.0111
S 2.4407 2.0799 1.5708 0.3671 0.1852 0.2987
O 2.7318 2.3718 0.1978 -0.2495 -0.2579 -0.2932
O 3.4906 2.3833 2.5206 -0.4380 -0.0406 0.0207
N 1.9725 0.5379 1.7026 0.4723 1.1372 -1.1663
C 1.6758 0.0298 2.9096 -0.2498 0.0170 1.7537
C 1.5768 0.7104 4.1176 0.0516 -0.1533 -0.4980
C 1.2513 0.0244 5.2869 -0.1158 -0.4210 0.3008
C 1.0490 -1.3337 5.3112 -0.0009 0.1712 0.2727
C 1.1383 -2.0676 4.1164 0.0784 0.2028 -0.4657
C 0.9670 -3.4637 4.0110 0.0171 0.0389 -0.2588
C 1.0461 -4.0636 2.7804 -0.0358 0.0145 0.3312
C 1.2838 -3.2749 1.6451 0.0631 -0.0102 -0.1394
N 1.4740 -1.9804 1.7230 0.0490 0.0047 -0.4496
C 1.4206 -1.3718 2.9134 -0.1424 -0.1382 1.2049
H -1.9374 6.3867 3.7824 -0.0347 0.0631 0.0476
H -3.0625 5.0435 3.5397 -0.0810 -0.0062 0.0391
H -2.6651 6.1124 2.1998 -0.0835 0.0713 -0.0492
H 0.3854 6.0907 3.4092 -0.0030 0.0683 0.0641
H 2.2801 4.5878 2.8183 0.0983 0.1152 0.0714
H -0.4398 1.7042 1.3044 -0.0872 -0.2493 -0.1021
H -2.3456 3.1741 1.8971 -0.1180 -0.0607 -0.0079
H 1.7655 1.7698 4.1460 0.0141 0.0523 0.1265
H 1.1577 0.5897 6.2036 0.0348 0.0258 0.0906
H 0.8206 -1.8532 6.2305 -0.0326 -0.0001 0.1073
H 0.7783 -4.0403 4.9072 -0.0268 -0.0598 0.0249
H 0.9329 -5.1311 2.6713 -0.0329 -0.0616 -0.0442
H 1.3389 -3.7171 0.6609 -0.0266 -0.0425 -0.1475
C -2.9758 0.4569 0.2081 0.2865 -0.1019 -0.1200
C -2.6628 -0.6947 -0.7481 0.1125 -0.0682 -0.3013
C -2.9051 -2.0122 -0.0105 0.2920 0.1017 -0.1484
C -3.6076 -0.6100 -1.9441 0.2088 0.0484 0.0881
Si -0.8053 -0.5143 -1.2746 -0.7107 0.0434 -0.6661
O 0.0108 -0.4189 0.0701 0.3093 0.3228 0.9239
C -0.2467 -1.8892 -2.4555 -0.3055 0.4650 0.5072
C -0.9995 -3.1263 -2.9122 -0.3111 0.0845 -0.0008
C -0.5757 -3.6843 -4.2350 -0.5309 -0.1578 -0.2830
C -0.1367 -2.8123 -5.3014 0.2932 0.4589 -0.0934
C 0.5392 -1.7153 -4.9398 -0.2093 -0.3314 -0.4825
C 0.7866 -1.5323 -3.5323 0.3379 -0.1057 0.2444
C -0.6325 1.0853 -2.3014 -0.0279 -0.3305 0.3474
C 0.1166 2.1357 -1.7810 -0.0485 -0.1513 0.0948
C 0.2468 3.3370 -2.4534 0.1129 0.2435 -0.0415
C -0.3485 3.5075 -3.6909 0.0077 0.1085 0.0027
C -1.0606 2.4585 -4.2487 -0.1165 0.0659 -0.2698
C -1.2019 1.2683 -3.5584 -0.0701 -0.1511 -0.0675
H -4.0247 0.4429 0.5113 -0.1605 -0.0372 0.0069
H -2.7660 1.4126 -0.2677 -0.0023 0.2528 -0.0118
H -2.3566 0.3722 1.0968 0.0648 0.0656 0.2081
H -3.8909 -2.0189 0.4609 -0.1085 0.0174 0.0498
H -2.1488 -2.1581 0.7571 0.0633 -0.0891 0.2122
H -2.8571 -2.8554 -0.6954 -0.0182 -0.1669 -0.0066
H -4.6435 -0.7498 -1.6280 -0.1586 -0.0349 0.0295
H -3.3683 -1.3731 -2.6821 -0.0576 -0.1186 -0.2064
H -3.5265 0.3649 -2.4182 -0.0738 0.1106 -0.1491
H -1.8844 -3.5000 -2.4241 -0.0607 -0.1006 0.1022
H -1.0957 -4.5926 -4.5315 0.0877 0.0958 0.0878
H -0.3628 -3.0832 -6.3191 0.0098 0.0659 -0.1898
H 0.9160 -0.9904 -5.6429 0.0452 0.0708 -0.1572
H 1.4002 -0.6905 -3.2377 0.0121 0.0184 0.0546
H 0.6366 1.9947 -0.8498 0.0542 0.0632 0.1866
H 0.8259 4.1356 -2.0110 0.0825 0.0503 0.0354
H -0.2520 4.4456 -4.2245 0.0224 -0.0006 -0.0010
H -1.5036 2.5709 -5.2315 -0.0311 -0.0121 -0.0051
H -1.7520 0.4591 -4.0187 -0.0854 -0.1090 -0.0914
N 4.0331 -2.5752 -0.3377 0.0783 0.0552 0.0136
C 2.8380 -2.1228 -1.0017 0.2191 -0.3888 0.1586
O 2.3867 -0.9551 -0.6920 0.4898 0.0170 -0.9629
C 2.2599 -2.9859 -1.8878 -0.3110 0.9555 0.5133
C 1.0064 -2.7386 -2.6235 -0.1578 0.6817 -0.2496
N 0.2150 -3.9256 -3.0128 0.4374 -0.8830 0.3889
C 2.8739 -4.2200 -2.1344 0.5306 -0.8411 -0.1087
N 3.3654 -5.2407 -2.3439 0.0139 -0.1636 -0.0887
H 3.8539 -2.5402 0.6648 0.0454 0.0445 -0.0822
H 4.7651 -1.8878 -0.5030 -0.0735 -0.0061 0.0236